72
Properties=species:S:1:pos:R:3:forces:R:3 method="wB97M-V/def2-TZVPD" max_force_ev_per_a=3.84 charge=-1 lumo_energy_ev=2.600 energy_ev=-92248.5412
Y 0.448316 -0.615182 0.591007 0.353 -0.151 -0.151
C 0.108193 -2.777054 3.226957 -0.094 -0.441 -0.253
O 0.640420 -2.194671 2.115847 0.098 0.918 -1.187
H 0.739615 -2.587432 4.105740 -0.219 -0.048 0.278
H -0.907085 -2.405972 3.381643 -0.281 0.016 0.561
H 0.008007 -3.888491 3.119380 0.128 0.321 0.128
C 0.011052 -1.881225 -2.473268 1.374 -0.087 -1.825
O -0.128605 -1.707867 -1.146715 -0.647 0.167 1.373
H 0.430648 -2.879761 -2.750769 -0.169 0.098 0.243
H -0.866050 -1.762267 -3.138792 -0.258 0.117 0.596
H 0.756983 -1.160608 -2.875044 -0.182 -0.085 -0.137
S 0.595305 2.354859 -0.012619 2.907 -1.696 -1.848
O 1.505050 3.094018 0.920272 -1.793 -1.013 -0.703
O -0.448025 1.470061 0.651211 0.276 0.609 0.878
O -0.076392 3.196993 -0.992151 0.248 0.030 0.395
O 1.501056 1.231219 -0.743510 -2.138 1.623 1.868
C -0.085124 3.394387 3.936026 -0.118 -0.409 0.209
C 0.934367 2.404972 4.407348 -0.095 -2.164 -1.066
O 2.201400 2.488245 3.703622 -0.512 -1.099 -0.755
C 2.420749 1.560461 2.739399 -0.287 1.013 1.054
O 1.764414 0.584725 2.473884 0.354 0.572 -0.050
C 3.852593 1.860786 2.286152 1.229 -1.749 -2.261
F 4.245994 1.227486 1.137723 -1.048 0.378 0.643
F 4.084577 3.138513 2.087653 0.293 0.072 0.800
F 4.680304 1.286104 3.209527 -0.274 1.019 0.365
H 0.114764 4.458584 4.022092 0.464 -0.065 0.193
H -0.925758 3.137443 4.565676 -0.685 0.249 0.017
H -0.318052 3.162807 2.917000 -0.303 0.024 -0.656
H 0.540366 1.326226 4.247854 0.473 1.801 0.200
H 1.172649 2.476579 5.439395 0.343 0.327 0.937
C 0.808656 -4.520202 0.125670 0.748 -0.069 -0.965
C 2.208335 -4.134343 0.532250 0.250 1.112 -0.452
O 2.876260 -3.568877 -0.630902 1.094 0.778 -1.132
C 3.157664 -2.293080 -0.665271 -0.126 0.689 0.108
O 2.667596 -1.400959 0.005920 0.677 -0.932 -0.593
C 4.306879 -1.930680 -1.724781 -1.019 -2.075 2.854
F 5.513866 -2.035839 -1.108372 -0.158 -0.454 -0.295
F 4.232750 -2.790821 -2.726982 0.455 0.010 -0.698
F 4.176991 -0.722418 -2.082679 -0.291 2.206 -1.346
H 0.242998 -4.745248 0.998853 -0.589 -0.278 0.595
H 0.928519 -5.404683 -0.524358 -0.416 0.181 0.266
H 0.314325 -3.719105 -0.454854 0.269 -0.226 0.503
H 2.878778 -4.942653 0.704541 0.066 -1.073 0.536
H 2.358409 -3.378714 1.293255 -0.825 -0.115 0.458
C -4.491809 -2.510831 -1.053579 1.499 0.420 -0.858
C -3.622230 -1.249783 -1.151927 1.185 -0.266 -1.028
O -3.868617 -0.286929 -0.093487 -1.865 -0.076 -0.006
C -3.090618 -0.177299 0.908949 1.436 0.694 1.400
O -1.999873 -0.668750 1.050203 0.194 -0.584 -0.110
C -3.542328 0.735497 2.135564 -0.452 -1.211 -0.508
F -3.187654 1.979344 2.044403 0.828 1.205 -0.515
F -4.844534 0.736926 2.382507 -1.331 -0.320 -0.482
F -2.993066 0.196747 3.210391 0.764 -0.237 0.711
H -4.343648 -2.976804 -0.092659 -0.235 -0.223 0.319
H -4.237962 -3.263791 -1.866856 -0.180 1.148 0.940
H -5.455384 -2.112273 -1.210975 -1.611 -0.351 0.119
H -3.823836 -0.642934 -2.030870 -0.170 -0.289 -0.147
H -2.563143 -1.482968 -1.193990 0.250 0.050 0.288
C 1.009504 3.367370 -4.188153 1.790 0.153 0.558
C 0.214840 2.148510 -3.800560 0.326 1.397 0.140
O -1.107652 2.720127 -3.703231 0.170 1.532 -0.452
C -1.973761 2.074726 -3.041964 -1.112 -2.457 0.666
O -1.966274 0.885961 -2.827578 0.162 -0.188 0.376
C -3.242320 2.792048 -2.612492 -0.886 1.660 -0.412
F -3.228177 4.115479 -2.840323 0.339 0.055 0.014
F -4.287733 2.339539 -3.375532 0.464 -0.309 0.700
F -3.521770 2.635635 -1.317906 0.021 -0.496 -0.479
H 2.083506 3.186004 -4.331754 -0.225 -0.562 -0.150
H 1.050217 4.116892 -3.397310 -0.621 -0.090 0.119
H 0.657501 3.818309 -5.096759 -0.401 0.171 -0.437
H 0.469456 1.714782 -2.851148 0.270 -0.047 0.467
H 0.233619 1.402146 -4.547820 -0.181 -0.877 -0.921

=====

56
Properties=species:S:1:pos:R:3:forces:R:3 method="wB97M-V/def2-TZVPD" max_force_ev_per_a=2.96 multiplicity=2 charge=0 lumo_energy_ev="-0.193 / -0.209" energy_ev=-41878.5333
Hg -0.160181 -1.366649 1.325579 0.059 -1.540 0.210
C -2.046188 0.407146 -0.603035 0.054 1.024 -1.289
C -2.721133 -0.937232 -0.784312 1.409 -0.455 1.953
N -2.546169 -1.718150 0.478333 -1.088 0.419 -0.254
C -3.620826 -1.426924 1.461443 0.597 0.126 -0.621
C -3.265957 -0.379191 2.481155 -0.295 -0.036 0.560
C -4.312271 0.366447 3.056085 0.939 -0.464 -0.435
C -3.948412 1.513908 3.738696 -1.329 -0.325 0.796
C -2.628909 1.834893 3.896623 1.126 0.846 -0.540
C -1.672183 0.999727 3.319789 0.038 0.166 0.692
C -0.221727 1.396114 3.400011 1.314 -0.615 0.422
N 0.699806 0.740052 2.383516 0.190 1.615 1.310
C 1.005286 1.590673 1.204008 0.443 -0.565 -0.213
C -0.029988 1.630021 0.050345 -0.051 0.074 0.658
N -0.582458 0.374242 -0.440744 0.199 -0.578 -0.351
N -1.979122 -0.162166 2.765862 -0.523 0.868 -1.335
H -2.531515 0.932305 0.233209 0.441 -0.129 -0.048
H -2.241613 1.019170 -1.510905 -0.350 -0.149 0.354
H -2.253524 -1.475257 -1.597794 -0.142 -0.225 -0.291
H -3.769065 -0.772780 -0.900889 -0.843 0.155 -0.833
H -2.600290 -2.712069 0.299709 0.525 -0.071 -0.108
H -3.871336 -2.337340 2.010348 -0.232 -0.001 -0.338
H -4.450776 -0.986109 0.875068 -0.241 -0.564 0.597
H -5.329805 -0.009760 2.938456 0.194 0.527 -0.084
H -4.719633 2.129021 4.193212 0.083 0.029 -0.073
H -2.298889 2.782230 4.351855 -0.324 -0.544 -0.187
H 0.144882 1.017652 4.384471 -0.221 0.384 -0.537
H -0.143768 2.513976 3.435756 0.071 -0.826 -0.246
H 1.582751 0.528263 2.917840 -1.241 0.246 -1.160
H 1.963735 1.276297 0.795304 0.066 -0.403 0.020
H 1.182666 2.628685 1.482117 -0.166 0.282 0.200
H 0.432521 2.213194 -0.751049 -0.022 0.096 0.049
H -0.859036 2.203677 0.453130 -0.283 0.262 -0.171
H -0.109288 0.017404 -1.308333 -0.656 0.364 1.166
O -1.180638 -4.170249 0.938963 0.347 0.732 0.068
N -1.680815 -4.229398 2.071373 -0.662 -1.361 0.458
O -1.731681 -3.216173 2.785437 0.655 0.547 -0.503
O 3.210105 2.347189 -1.731845 0.423 -0.939 0.849
C 3.556584 2.431908 -3.102781 -0.508 -0.795 0.252
N 4.578085 1.488496 -3.472245 -0.113 0.169 0.340
C 4.676908 0.124634 -3.162689 2.619 0.026 -1.370
O 5.837200 -0.345271 -3.224359 -2.567 0.547 0.441
C 3.479241 -0.781952 -2.986971 0.288 -0.089 -0.490
C 3.755684 -2.157751 -3.157327 0.491 0.091 -0.413
C 2.758043 -3.095185 -3.039106 -1.672 0.203 0.933
C 1.465704 -2.592597 -2.706267 0.652 0.112 -0.251
N 1.189687 -1.292707 -2.595082 -0.374 -0.062 -0.414
C 2.149501 -0.398139 -2.799594 0.839 0.446 0.378
H 3.709883 1.589016 -1.339204 -0.618 1.055 -0.402
H 3.882570 3.443429 -3.271340 0.462 0.274 -0.359
H 2.660602 2.272443 -3.697674 -0.248 -0.037 -0.082
H 5.469791 1.943381 -3.640841 0.017 -0.701 0.182
H 4.753555 -2.459992 -3.492946 -0.271 0.254 0.521
H 2.901744 -4.185539 -3.066847 0.107 0.724 -0.304
H 0.589691 -3.220911 -2.575574 0.328 -0.276 0.130
H 1.870993 0.673912 -2.767942 0.065 -0.913 0.161

=====

53
Properties=species:S:1:pos:R:3:forces:R:3 method="wB97M-V/def2-TZVPD" max_force_ev_per_a=0.73 de_lowest_ev=0.104 smiles="CCNC(=O)COC(=O)C1C(C(=O)OCC)=C(C)NC(C)=C1C(=O)OCC" charge=0 lumo_energy_ev=0.351 energy_ev=-36402.3221
C -3.572701 -1.251638 -1.807168 -0.025 0.258 -0.008
C -3.758808 0.241985 -2.036817 -0.223 -0.054 0.009
N -2.506693 0.954380 -1.897186 -0.065 -0.472 -0.328
C -2.357108 2.027013 -1.108051 0.696 0.168 -0.151
O -3.252593 2.555374 -0.482903 -0.301 0.284 0.303
C -0.907719 2.547523 -1.053429 -0.256 0.132 -0.286
H -0.473741 2.581357 -2.058563 -0.022 0.031 0.147
H -0.901659 3.535350 -0.591304 -0.058 -0.179 -0.082
O -0.119157 1.714888 -0.207038 -0.037 0.422 0.256
C 0.356036 0.585341 -0.701512 0.170 -0.132 -0.033
O 0.235598 0.240153 -1.855837 0.112 0.027 -0.014
C 1.035733 -0.267286 0.365341 -0.104 0.016 -0.146
C 0.189282 -1.521576 0.510176 0.511 0.015 -0.077
C 0.624255 -2.703103 0.015367 -0.378 0.227 0.299
N 1.874859 -2.792992 -0.541003 0.086 -0.231 -0.178
C 2.802339 -1.781312 -0.533220 0.153 0.459 0.143
C 2.458807 -0.560399 -0.066543 -0.405 -0.297 0.074
C 3.383211 0.575246 -0.027083 0.664 -0.143 -0.140
O 4.566378 0.563241 -0.297135 -0.097 0.186 0.067
O 2.753299 1.697727 0.358143 -0.286 -0.139 0.057
C 3.546648 2.879288 0.428043 0.414 0.416 0.024
C 2.697891 3.983404 1.029542 0.078 -0.434 -0.156
H 1.810405 4.141018 0.423178 -0.107 0.091 -0.043
H 3.271324 4.904826 1.073035 0.041 0.098 0.009
H 2.384368 3.709644 2.033140 -0.044 0.032 0.117
H 3.883385 3.140017 -0.582357 -0.007 -0.072 0.161
H 4.435309 2.676014 1.036791 -0.134 0.039 -0.144
C 4.141656 -2.188385 -1.049087 0.120 0.161 -0.022
H 4.042016 -2.578673 -2.061389 -0.033 -0.078 -0.083
H 4.818919 -1.341980 -1.054221 -0.008 -0.116 -0.034
H 4.560110 -2.972333 -0.418282 0.011 -0.091 0.041
H 2.164031 -3.690582 -0.901149 -0.043 0.148 0.088
C -0.119090 -3.997472 0.020990 -0.188 0.019 0.076
H 0.443018 -4.746301 0.578402 0.085 -0.065 0.015
H -0.241924 -4.352231 -1.001881 0.029 -0.048 -0.107
H -1.095538 -3.874552 0.474902 0.074 -0.075 -0.059
C -1.136056 -1.342273 1.113328 -0.399 -0.542 0.062
O -1.978618 -2.204920 1.265517 -0.020 0.176 0.147
O -1.342901 -0.064766 1.463392 0.352 -0.087 -0.048
C -2.601029 0.270700 2.048065 -0.593 0.046 0.285
C -2.529463 0.206504 3.566553 0.163 -0.093 -0.412
H -1.742274 0.860834 3.932918 0.042 0.073 0.078
H -3.479202 0.522636 3.987900 -0.104 0.038 0.077
H -2.321221 -0.811780 3.887710 -0.010 -0.064 0.071
H -3.362604 -0.422161 1.675503 0.114 0.192 0.002
H -2.820936 1.283402 1.703580 0.032 -0.148 -0.016
H 1.026595 0.309231 1.294491 0.006 -0.133 -0.169
H -1.689502 0.548500 -2.337792 0.010 0.220 0.147
H -4.452843 0.670326 -1.310103 0.037 -0.038 -0.156
H -4.157179 0.415656 -3.043831 -0.068 0.021 0.148
H -4.518858 -1.767203 -1.946840 -0.078 -0.109 -0.040
H -2.849657 -1.654754 -2.513669 0.065 -0.117 -0.079
H -3.216420 -1.452916 -0.800629 0.030 -0.038 0.107